Computed, not measured: a structure of composition C32H48AsBrNO6RuS4Si2, with ωB97M-V/def2-TZVPD.

Each line ends with the Mulliken spin population.
Element x y z (Å)
Ru -0.2876 0.5193 1.3872  3.840
S 1.4834 1.0737 3.0991  0.382
C 2.5863 2.0929 2.2145  0.005
C 3.9397 2.0809 2.5730  0.002
C 4.8669 2.8790 1.9297  -0.005
C 4.4510 3.7178 0.9001  0.024
C 3.1161 3.7546 0.5408  -0.029
C 2.1627 2.9478 1.1771  0.031
S 0.4939 3.0444 0.6967  0.269
H 4.2461 1.4104 3.3670  -0.005
H 5.9086 2.8485 2.2288  0.000
H 5.1729 4.3363 0.3781  0.003
H 2.7758 4.4144 -0.2481  -0.004
C -6.2091 -0.5019 0.8273  0.010
Si -5.4261 -0.4496 2.5665  0.009
C -6.9271 -0.1140 3.7017  0.000
C -4.6705 -2.0739 3.1347  0.002
C -4.2469 1.0085 2.7662  -0.017
C -4.3189 1.9760 3.7522  0.005
C -3.3030 2.9148 3.9013  0.015
C -2.2147 2.8501 3.0560  -0.013
N -2.1047 1.9390 2.0967  0.126
C -3.0772 1.0174 1.9610  -0.003
S -2.7875 -0.1372 0.7233  0.171
H -6.9134 -1.3328 0.7393  0.001
H -5.4410 -0.6251 0.0696  -0.003
H -6.7496 0.4219 0.6090  0.000
H -7.6286 -0.9477 3.6305  0.000
H -7.4616 0.7964 3.4222  0.000
H -6.6273 -0.0262 4.7475  0.000
H -5.3922 -2.7215 3.6375  0.001
H -3.8477 -1.8867 3.8275  -0.001
H -4.2350 -2.6245 2.3030  0.000
H -5.1755 2.0003 4.4179  0.001
H -3.3484 3.6735 4.6710  0.001
H -1.4059 3.5706 3.1135  0.004
O -1.6184 -3.2636 3.1258  0.001
As -0.8221 -1.9522 3.9668  -0.004
O -1.3195 -2.1140 5.5175  0.012
O -1.2240 -0.4565 3.3552  0.101
C 1.1327 -2.1238 3.8312  -0.018
C 1.8442 -1.7581 4.9668  0.000
C 3.2222 -1.6175 4.9251  0.000
C 3.9070 -1.8163 3.7351  -0.002
C 3.2102 -2.1730 2.5919  0.002
C 1.8363 -2.3299 2.6444  0.032
S 0.9695 -2.8383 1.1717  -0.027
O 0.4052 -4.1460 1.4992  0.006
O 1.9369 -2.9256 0.0924  0.002
O -0.0914 -1.8329 0.9502  0.010
H -1.0044 -3.6693 2.4803  0.001
H 1.2806 -1.5642 5.8726  0.000
H 3.7707 -1.3310 5.8148  -0.001
H 4.9822 -1.6866 3.7040  0.000
H 3.7049 -2.3180 1.6405  -0.001
C 1.1343 -2.9091 -3.3191  0.001
C 1.9721 -1.6686 -3.6577  -0.001
C 3.3339 -1.8974 -2.9840  0.006
C 2.1697 -1.6169 -5.1789  0.001
Si 1.1127 -0.0550 -3.0034  0.008
Br 1.7054 0.0378 -0.7595  0.039
C -0.8119 -0.0588 -3.1756  -0.010
C -1.2958 -0.1130 -4.6324  0.002
C -1.3648 1.2247 -2.5436  0.011
C -1.4315 -1.2581 -2.4354  0.028
C 1.9540 1.5773 -3.6880  0.000
C 1.6402 2.7940 -2.8105  0.003
C 1.5138 1.9067 -5.1218  0.001
C 3.4827 1.4259 -3.6552  0.005
H 1.7094 -3.8078 -3.5639  0.000
H 0.2079 -2.9413 -3.8914  0.000
H 0.9068 -2.9467 -2.2532  0.000
H 3.7979 -2.7902 -3.4167  0.000
H 3.1958 -2.0750 -1.9174  -0.001
H 4.0169 -1.0601 -3.1150  -0.001
H 2.5940 -2.5640 -5.5270  0.000
H 2.8543 -0.8177 -5.4654  0.000
H 1.2237 -1.4583 -5.7016  0.000
H -0.9364 0.7348 -5.2160  0.000
H -2.3893 -0.0929 -4.6410  0.000
H -0.9705 -1.0301 -5.1294  0.000
H -1.0916 2.1079 -3.1218  0.000
H -1.0172 1.3563 -1.5187  -0.013
H -2.4541 1.1718 -2.4960  0.002
H -1.4211 -2.1610 -3.0436  0.000
H -2.4701 -1.0323 -2.1896  0.004
H -0.9320 -1.4729 -1.4895  -0.013
H 0.5800 3.0203 -2.7558  0.000
H 2.1510 3.6740 -3.2174  -0.003
H 1.9909 2.6429 -1.7931  -0.001
H 0.4773 2.2449 -5.1392  0.000
H 1.6081 1.0483 -5.7895  0.000
H 2.1326 2.7178 -5.5190  0.000
H 3.8066 1.1149 -2.6612  -0.002
H 3.9485 2.3911 -3.8756  0.000
H 3.8388 0.7048 -4.3921  0.001

Force components x, y, z for each atom (eV/Å):
-0.351 0.598 1.310
-0.682 -0.329 -0.568
0.249 0.134 -0.043
-0.060 -0.029 -0.010
0.063 -0.005 -0.003
0.066 0.075 0.003
0.034 -0.077 0.029
0.058 0.083 -0.080
-0.480 -0.599 0.101
0.021 0.004 0.029
0.009 -0.021 -0.027
-0.021 0.043 0.003
0.028 -0.005 -0.042
0.235 -0.056 0.281
-0.643 0.057 0.085
0.289 0.042 -0.066
0.065 0.215 -0.236
0.345 -0.344 -0.196
-0.158 -0.163 -0.158
0.039 0.184 0.068
0.070 0.260 0.040
-0.237 -0.496 0.254
-0.408 0.458 -0.086
0.476 -0.195 -0.407
-0.035 -0.047 0.084
0.060 -0.029 -0.082
-0.009 0.056 0.092
-0.018 -0.055 -0.023
0.004 0.058 -0.021
0.008 -0.005 0.067
-0.122 0.076 -0.011
-0.033 0.032 0.038
0.066 -0.010 -0.035
-0.002 0.003 0.040
0.012 0.017 -0.006
0.107 -0.119 0.054
0.339 -0.072 -0.246
-0.564 -0.142 1.038
0.357 -0.036 0.331
0.605 0.613 -0.969
-0.134 0.087 -0.338
-0.304 -0.115 0.092
0.164 -0.053 -0.070
-0.031 0.011 0.185
-0.004 -0.042 -0.211
-0.116 -0.018 0.049
0.296 -0.732 -0.582
-0.208 0.196 0.122
0.059 0.189 0.215
0.306 0.079 0.192
-0.151 -0.045 -0.074
0.038 -0.027 0.026
-0.056 0.022 0.028
0.003 0.011 -0.061
0.046 -0.017 0.022
-0.086 0.139 0.037
0.024 -0.019 0.090
-0.062 0.144 0.100
-0.087 0.216 0.106
0.325 0.281 0.189
-0.138 0.122 -1.019
0.065 -0.049 0.132
0.347 -0.035 -0.006
0.129 0.025 0.040
0.107 0.013 0.193
-0.049 -0.085 0.027
-0.031 -0.115 0.090
-0.049 -0.212 0.097
-0.170 -0.179 -0.017
0.047 -0.008 -0.030
-0.019 -0.036 -0.014
-0.035 -0.083 0.005
0.002 -0.022 -0.050
0.070 -0.024 0.010
0.057 -0.034 0.015
0.002 -0.046 0.011
0.019 -0.025 -0.086
0.001 -0.017 -0.083
-0.075 -0.012 -0.049
-0.041 -0.019 0.004
-0.046 -0.027 -0.038
-0.039 0.009 -0.004
0.019 0.120 0.034
-0.085 -0.044 -0.029
0.015 0.014 0.044
-0.101 0.046 -0.023
-0.026 -0.046 0.077
-0.013 0.048 0.047
0.043 0.005 -0.068
-0.025 0.068 0.094
-0.006 0.024 -0.049
-0.017 0.047 -0.106
0.035 0.032 0.002
0.132 0.029 -0.010
-0.009 0.050 -0.027
0.080 -0.014 0.036

## Properties
* spin multiplicity: 6
* relative energy (zero: lowest compared OMol25 entry of this formula, charge and spin): 0.813 eV
* charge: -2
* energy: -240302.9346 eV
* strongest force on any atom: 0.029 hartree/bohr
* HOMO-LUMO gap (alpha / beta): 6.0 / 6.1 eV
* ⟨S²⟩: 8.77